{"formula": "C25H40FN6", "method": "ωB97M-V/def2-TZVPD", "species": ["F", "C", "C", "C", "C", "C", "N", "H", "H", "H", "H", "H", "C", "C", "C", "C", "N", "H", "H", "H", "H", "H", "H", "H", "C", "C", "C", "C", "N", "H", "H", "H", "H", "H", "H", "H", "C", "C", "C", "C", "N", "H", "H", "H", "H", "H", "H", "H", "C", "C", "C", "C", "N", "H", "H", "H", "H", "H", "H", "H", "C", "C", "C", "C", "N", "H", "H", "H", "H", "H", "H", "H"], "xyz": [[-1.23, -2.40, -1.25], [-0.64, -1.31, -0.80], [0.54, -0.92, -1.35], [1.19, 0.24, -0.87], [0.58, 0.92, 0.17], [-0.67, 0.42, 0.67], [-1.26, -0.67, 0.20], [0.99, -1.49, -2.15], [2.13, 0.57, -1.30], [1.06, 1.80, 0.59], [-1.14, 0.96, 1.49], [-2.13, -1.02, 0.58], [-0.70, -4.82, 2.58], [0.21, -4.88, 1.36], [1.65, -4.45, 1.65], [1.67, -3.05, 2.12], [1.69, -1.96, 2.49], [-0.79, -3.79, 2.96], [-1.70, -5.16, 2.33], [-0.31, -5.44, 3.39], [-0.21, -4.25, 0.57], [0.22, -5.91, 0.98], [2.25, -4.53, 0.75], [2.09, -5.09, 2.42], [-3.98, 4.59, -2.13], [-3.40, 3.25, -2.54], [-2.72, 2.52, -1.37], [-1.60, 3.32, -0.85], [-0.74, 3.95, -0.45], [-3.20, 5.28, -1.79], [-4.48, 5.06, -2.98], [-4.71, 4.48, -1.33], [-2.68, 3.40, -3.35], [-4.20, 2.61, -2.93], [-2.33, 1.55, -1.71], [-3.43, 2.33, -0.57], [6.22, -7.36, 0.44], [6.17, -6.37, -0.72], [5.02, -5.37, -0.59], [3.72, -6.07, -0.59], [2.72, -6.63, -0.59], [5.32, -7.98, 0.47], [7.07, -8.04, 0.32], [6.32, -6.85, 1.40], [6.08, -6.91, -1.66], [7.11, -5.82, -0.75], [5.03, -4.67, -1.43], [5.11, -4.79, 0.33], [-5.61, 0.76, 3.84], [-4.20, 0.62, 4.42], [-3.37, 1.90, 4.29], [-3.21, 2.28, 2.88], [-3.08, 2.57, 1.77], [-5.58, 0.97, 2.77], [-6.17, -0.16, 3.97], [-6.15, 1.56, 4.33], [-3.69, -0.20, 3.91], [-4.28, 0.35, 5.47], [-2.39, 1.76, 4.73], [-3.86, 2.72, 4.82], [2.76, 6.37, -4.00], [1.88, 6.23, -2.76], [0.44, 5.86, -3.09], [-0.18, 6.90, -3.93], [-0.66, 7.72, -4.58], [2.41, 7.18, -4.65], [3.79, 6.61, -3.72], [2.77, 5.45, -4.58], [1.90, 7.17, -2.20], [2.31, 5.46, -2.11], [-0.14, 5.76, -2.17], [0.40, 4.91, -3.62]], "spin_multiplicity": 1, "e_homo_ev": -12.92, "total_charge": 1, "gap_ev": 8.575, "total_energy_ev": -38224.6688}

***

{"formula": "C25H40FNO4P2TeV", "method": "ωB97M-V/def2-TZVPD", "species": ["V", "C", "C", "C", "C", "C", "C", "C", "C", "C", "C", "C", "C", "N", "C", "C", "C", "C", "C", "C", "F", "H", "H", "H", "H", "H", "H", "H", "H", "H", "H", "H", "H", "H", "H", "H", "H", "H", "H", "H", "H", "H", "C", "P", "C", "C", "O", "H", "H", "H", "H", "H", "H", "H", "H", "H", "C", "C", "O", "P", "O", "Te", "O", "C", "C", "H", "H", "H", "H", "H", "H", "H", "H", "H", "H"], "xyz": [[-1.16, -0.12, 0.19], [-3.92, -1.20, 0.85], [-3.59, -2.52, 1.53], [-3.22, -2.30, 2.99], [-2.62, -3.36, 0.71], [-3.10, -4.56, 0.20], [-2.30, -5.38, -0.58], [-1.02, -4.98, -0.89], [-0.48, -3.78, -0.42], [0.94, -3.47, -0.86], [1.99, -3.67, 0.23], [1.14, -2.12, -1.55], [-1.30, -2.99, 0.41], [-0.78, -1.77, 0.97], [-0.16, -1.84, 2.21], [0.21, -3.01, 2.88], [0.81, -2.92, 4.14], [1.03, -1.69, 4.75], [0.64, -0.52, 4.12], [0.06, -0.65, 2.88], [-0.43, 0.48, 2.21], [-4.69, -0.66, 1.40], [-4.22, -1.30, -0.19], [-3.05, -0.51, 0.88], [-4.52, -3.10, 1.52], [-2.47, -1.51, 3.11], [-2.82, -3.21, 3.45], [-4.10, -2.01, 3.55], [-4.11, -4.86, 0.42], [-2.69, -6.31, -0.97], [-0.40, -5.61, -1.52], [1.14, -4.22, -1.62], [1.94, -2.88, 0.99], [2.99, -3.64, -0.20], [1.87, -4.63, 0.74], [1.27, -1.32, -0.82], [0.30, -1.85, -2.19], [2.04, -2.16, -2.16], [0.04, -3.97, 2.42], [1.10, -3.83, 4.64], [1.49, -1.65, 5.72], [0.75, 0.45, 4.57], [2.27, 1.87, -2.01], [1.59, 1.84, -0.36], [1.03, 3.49, 0.05], [2.87, 1.36, 0.80], [0.45, 0.85, -0.32], [3.04, 2.64, -2.11], [1.46, 2.07, -2.70], [2.70, 0.90, -2.25], [1.85, 4.20, 0.02], [0.59, 3.49, 1.05], [0.27, 3.79, -0.67], [3.73, 2.04, 0.75], [3.21, 0.35, 0.57], [2.47, 1.37, 1.82], [-3.83, 2.29, 1.53], [-2.97, 2.77, 0.39], [-2.31, 1.65, -0.26], [-2.58, 1.19, -1.86], [-1.80, -0.13, -1.64], [-4.77, 1.22, -2.52], [-1.58, 2.13, -2.66], [-1.97, 3.21, -3.54], [-0.90, 3.38, -4.59], [-4.24, 3.16, 2.05], [-3.25, 1.72, 2.26], [-4.65, 1.69, 1.16], [-2.17, 3.44, 0.71], [-3.57, 3.27, -0.37], [-2.09, 4.11, -2.92], [-2.94, 2.97, -3.97], [0.06, 3.63, -4.14], [-1.18, 4.18, -5.27], [-0.79, 2.46, -5.16]], "spin_multiplicity": 3, "e_homo_ev": [-10.31, -10.32], "total_charge": 1, "gap_ev": [7.131, 8.116], "total_energy_ev": -90530.6767}

***

{"formula": "C25H41AlCl3N3O3SSi", "method": "ωB97M-V/def2-TZVPD", "species": ["C", "C", "H", "H", "H", "C", "C", "H", "H", "H", "H", "Al", "Cl", "Cl", "C", "O", "N", "C", "C", "H", "H", "H", "H", "H", "H", "H", "H", "H", "C", "C", "N", "H", "C", "O", "H", "H", "H", "H", "O", "C", "C", "C", "H", "C", "H", "C", "H", "C", "C", "H", "H", "H", "Si", "Cl", "C", "C", "C", "H", "H", "H", "H", "H", "H", "H", "H", "H", "S", "C", "N", "C", "C", "C", "C", "H", "H", "H", "H", "H"], "xyz": [[2.55, -2.45, -7.00], [1.93, -1.64, -8.11], [2.21, -3.50, -7.04], [2.32, -2.02, -6.02], [3.64, -2.49, -7.13], [1.77, -2.16, -9.34], [2.19, -3.53, -9.76], [1.31, -1.54, -10.10], [1.77, -4.30, -9.11], [3.28, -3.69, -9.80], [1.82, -3.69, -10.78], [0.81, -0.13, -1.84], [1.77, 0.59, 0.00], [1.99, 0.18, -3.65], [0.16, 2.70, -2.14], [-0.23, 1.50, -2.16], [-0.61, 3.73, -2.54], [-2.05, 3.54, -2.69], [0.03, 4.91, -3.11], [1.15, 2.95, -1.74], [-2.48, 3.15, -1.76], [-2.29, 2.86, -3.51], [-2.51, 4.51, -2.90], [1.01, 5.05, -2.64], [-0.57, 5.81, -2.95], [0.18, 4.79, -4.20], [-0.71, -4.56, -0.35], [-0.15, -3.23, -3.12], [-1.70, -4.24, -0.71], [-1.22, -3.42, -2.98], [-1.60, -3.10, -1.60], [-2.32, -4.00, 0.16], [-1.32, -1.92, -1.05], [-0.93, -0.91, -1.72], [-1.80, -2.81, -3.67], [-1.28, -1.89, 0.05], [-2.15, -5.07, -1.25], [-1.43, -4.48, -3.12], [0.49, -0.34, -6.71], [1.48, -0.22, -7.72], [-0.09, 0.35, -9.60], [1.04, 0.68, -8.87], [-0.64, -0.56, -9.35], [-0.54, 1.22, -10.60], [2.36, 0.22, -7.20], [1.79, 1.83, -9.18], [-1.48, 1.01, -11.10], [0.22, 2.34, -10.96], [1.38, 2.64, -10.24], [2.66, 2.06, -8.56], [-0.10, 2.99, -11.78], [1.97, 3.52, -10.51], [-0.87, 0.53, -6.25], [1.63, -2.39, -1.67], [-2.30, 0.21, -7.43], [-0.42, 2.35, -6.19], [-1.37, -0.28, -4.68], [-2.27, 0.64, -8.43], [-3.22, 0.58, -6.97], [-2.44, -0.87, -7.57], [-1.84, -1.25, -4.93], [-2.10, 0.32, -4.13], [-0.51, -0.50, -4.05], [-0.12, 2.80, -7.15], [0.39, 2.53, -5.47], [-1.32, 2.87, -5.85], [-1.53, 0.41, 0.90], [-0.67, 0.08, 2.28], [-0.72, -1.20, 2.82], [-0.17, -1.52, 4.03], [0.54, -0.56, 4.74], [0.68, 0.73, 4.19], [0.11, 1.04, 2.98], [-1.26, -1.89, 2.31], [-0.34, -2.55, 4.38], [0.96, -0.82, 5.72], [1.24, 1.49, 4.74], [0.21, 2.01, 2.52]], "spin_multiplicity": 1, "e_homo_ev": [-7.66, -7.66], "gap_ev": [7.802, 7.803], "total_energy_ev": -100088.5369}

***

{"formula": "C25H41BF12NO10S3", "method": "ωB97M-V/def2-TZVPD", "species": ["C", "C", "N", "C", "C", "C", "S", "S", "C", "C", "C", "S", "B", "O", "O", "C", "H", "H", "H", "H", "H", "H", "H", "H", "H", "H", "H", "H", "H", "H", "H", "H", "H", "H", "H", "H", "H", "C", "C", "O", "C", "O", "C", "F", "F", "F", "H", "H", "H", "H", "H", "C", "C", "O", "C", "O", "C", "F", "F", "F", "H", "H", "H", "H", "H", "C", "C", "O", "C", "O", "C", "F", "F", "F", "H", "H", "H", "H", "H", "C", "C", "O", "C", "O", "C", "F", "F", "F", "H", "H", "H", "H", "H"], "xyz": [[0.69, -0.25, 3.99], [-0.09, -1.16, 2.86], [0.00, -0.54, 1.45], [-1.43, -0.27, 1.02], [-1.47, 0.85, -0.22], [0.69, -1.59, 0.62], [2.40, -1.72, 0.82], [-0.10, -2.81, -0.57], [-0.49, -2.04, -2.23], [0.82, -1.63, -3.14], [1.85, -0.57, -2.43], [2.61, 0.68, -3.60], [1.54, 2.26, -3.37], [0.32, 2.36, -4.23], [1.94, 3.33, -2.40], [2.04, 2.76, -1.02], [1.30, 0.58, 3.38], [1.47, -0.91, 4.58], [-0.13, 0.22, 4.69], [0.41, -2.24, 2.88], [-1.21, -1.32, 3.21], [-1.95, 0.29, 1.94], [-2.08, -1.22, 0.81], [-0.62, 0.60, -1.02], [-1.21, 1.93, 0.20], [-2.54, 0.83, -0.71], [-1.07, -2.88, -2.85], [-1.27, -1.14, -2.17], [1.37, -2.61, -3.49], [0.41, -1.12, -4.12], [1.42, 0.03, -1.53], [2.75, -1.22, -2.01], [3.89, 1.03, -3.14], [-0.02, 3.31, -4.16], [2.30, 3.59, -0.21], [1.00, 2.28, -0.68], [2.88, 1.93, -0.95], [4.65, -4.29, 2.17], [5.19, -5.20, 1.07], [5.82, -6.36, 1.64], [4.98, -7.35, 2.08], [3.76, -7.29, 2.01], [5.79, -8.54, 2.61], [6.79, -8.16, 3.46], [6.39, -9.25, 1.61], [5.02, -9.43, 3.31], [5.45, -4.03, 2.87], [4.23, -3.38, 1.74], [3.87, -4.79, 2.75], [5.95, -4.67, 0.50], [4.40, -5.50, 0.37], [-7.41, 3.41, -3.64], [-7.16, 2.05, -3.02], [-6.03, 2.09, -2.13], [-6.26, 2.63, -0.90], [-7.35, 3.06, -0.53], [-4.99, 2.57, -0.04], [-3.89, 3.02, -0.71], [-4.71, 1.31, 0.37], [-5.08, 3.33, 1.09], [-6.50, 3.78, -4.14], [-8.22, 3.36, -4.37], [-7.67, 4.15, -2.88], [-6.91, 1.33, -3.81], [-8.05, 1.67, -2.50], [-6.65, 3.40, 3.40], [-7.93, 2.66, 3.68], [-8.33, 2.83, 5.05], [-8.93, 4.03, 5.35], [-9.14, 4.91, 4.53], [-9.34, 4.06, 6.83], [-8.35, 3.65, 7.66], [-10.41, 3.26, 7.08], [-9.70, 5.31, 7.25], [-5.86, 3.10, 4.10], [-6.30, 3.21, 2.37], [-6.78, 4.48, 3.52], [-7.77, 1.58, 3.53], [-8.74, 2.96, 3.00], [9.24, 1.20, -4.85], [9.42, 0.58, -3.48], [8.16, 0.23, -2.90], [7.58, -0.92, -3.37], [8.09, -1.65, -4.22], [6.27, -1.20, -2.64], [5.46, -0.10, -2.57], [6.46, -1.61, -1.35], [5.52, -2.18, -3.23], [8.56, 2.05, -4.80], [10.19, 1.53, -5.26], [8.79, 0.48, -5.55], [9.89, 1.32, -2.81], [10.09, -0.29, -3.51]], "spin_multiplicity": 1, "e_homo_ev": -11.36, "total_charge": 1, "gap_ev": 7.295, "total_energy_ev": -114336.4160}